# 1
# C58H49Cl3N9O5PdS

A structure of composition C58H49Cl3N9O5PdS (the ωB97M-V functional and the def2-TZVPD basis, the Open Molecules 2025 dataset).

Computed properties:
Multiplicity: 1
LUMO: -2.43 eV
Charge: +1
Orbital gap: 7.28 eV
Relative energy (zero: lowest compared OMol25 entry of this formula, charge and spin): 1.01 kcal per mole

XYZ file:
```
126
C58H49Cl3N9O5PdS (the ωB97M-V functional and the def2-TZVPD basis)
Pd 0.3495 -0.0922 -0.7851
C -5.3190 -0.8047 4.4355
N 0.2405 -2.1099 -1.1702
C 0.7973 -4.3328 2.2773
H 9.5665 7.2452 -1.0261
H 4.4592 -3.3599 -2.4558
H -3.2912 -7.2896 0.2222
C -3.9582 -4.1194 2.3391
C 5.0747 1.2502 0.1084
C -4.0412 -6.6951 -1.7042
H 4.7704 7.9877 -1.9033
C -1.6144 0.1265 4.8642
H -1.0447 1.8336 2.6251
H 7.8891 11.3471 -1.1613
H 6.0748 1.5919 0.3470
C 0.2509 -0.9484 3.6126
C -0.3014 2.7750 -2.0931
C -1.6233 -0.0663 -0.7676
H -3.1419 1.3399 3.0188
Cl -5.4195 -2.2389 5.3991
H -7.4496 -0.7368 4.2131
C 3.4011 -0.4399 0.0505
C -2.7155 -5.0840 -2.9137
H 1.6050 -3.8702 2.8513
H -1.0985 -0.1522 5.7810
C -5.9229 -3.0576 1.3547
C 2.1863 3.8165 -1.7532
H 0.2099 -4.5669 -1.6676
H 0.2975 -1.7703 4.3057
C -6.4615 0.8352 3.1347
C -6.5060 -0.2756 3.9577
H -6.4610 -1.4182 -1.2747
H 3.0928 -1.4551 0.2492
N 2.5153 0.3514 -0.5274
H -3.0685 -1.2077 5.6815
C -3.8349 -5.9040 -2.8201
Cl -7.9363 1.4893 2.5083
C -2.4646 -1.0409 -1.2496
H -4.9580 -1.1291 1.3097
C -4.0795 -0.2367 4.1275
C -3.8578 -0.8405 -1.3426
C 4.4318 3.4633 -0.8811
H -5.2384 2.2866 2.1523
C 2.8614 1.6354 -0.7802
O 9.0084 9.6392 -1.5630
C -5.9155 -1.6919 -2.1775
H 9.5019 11.5653 -1.8715
H -1.6322 -4.0388 -5.7655
O -2.6320 -4.2964 -4.0256
C -5.2541 1.4187 2.7965
C -0.8016 -2.8263 -1.5220
C 2.8738 -4.1981 0.4255
C 6.2563 6.5481 -1.3894
C -4.9040 -2.1825 1.5555
C -3.5811 1.2933 -0.3142
H -0.1342 -4.2489 2.8282
H -6.2851 -2.6475 -2.5375
H -1.5849 1.8651 0.1759
C 6.7103 8.8899 -1.7775
H -0.8076 -5.1153 -4.6191
C -1.3844 -4.1953 -4.7186
C -2.0313 -5.8416 -0.7273
H 1.6132 -1.3013 1.9277
C -0.4793 0.9208 2.7297
C 4.6893 -0.0300 0.3962
C -0.0435 4.0698 -2.5524
H 8.0045 5.3586 -0.9234
H -4.0135 2.2118 0.0648
H -4.5274 -5.9112 -3.6523
N -0.6913 -4.1539 -1.8478
N -2.0213 -2.3004 -1.6847
C -2.4965 -2.0840 2.5661
H 5.3631 -0.7295 0.8710
H -0.7951 -3.3540 -4.3598
H -1.6170 -2.6391 2.2340
N 5.5668 4.2281 -0.7802
C 4.1580 2.1169 -0.5015
H -0.8319 4.6295 -3.0363
C -3.1308 -6.6765 -0.6547
H 1.0312 -5.3873 2.1144
H -6.0470 -0.9257 -2.9452
C 3.6770 -3.4132 -1.7102
H -4.9138 -7.3333 -1.6547
C 1.2026 4.6033 -2.3620
C 8.6017 10.9597 -1.8922
H -6.9038 -2.8549 0.9525
H -2.4357 -1.0921 2.1143
N 0.6105 2.0260 -1.5026
C 3.8813 -4.1089 -0.5337
H 6.3398 9.8733 -2.0266
N 4.0487 5.5083 -1.7668
C -2.8144 -0.8565 4.6822
C 1.4552 -2.8253 -0.9785
C 8.0632 8.6777 -1.5234
C -3.7487 -2.7876 2.1299
C 2.4599 -2.7735 -1.9274
H 4.8257 -4.6060 -0.3534
H -2.7434 -2.9101 -2.0395
H 6.4326 3.9765 -0.3372
C 1.6501 -3.5767 0.2030
O -4.5354 -1.8739 -1.9030
C -1.8144 -5.0395 -1.8441
C 5.2843 5.4568 -1.3273
H 1.4547 5.6083 -2.6748
O 0.5936 -3.6526 1.0445
C 3.5127 4.2802 -1.4951
H 3.0458 -4.7633 1.3299
C 1.8624 2.5069 -1.3585
S -5.5128 -4.6456 1.8479
H -5.4858 0.5051 -0.9568
O -2.4061 -2.0359 3.9986
H 2.2839 -2.1958 -2.8267
H -1.9639 1.1502 4.9824
C -4.0808 0.8793 3.2978
H 8.1615 11.0007 -2.8905
N 0.4330 0.4802 1.8960
H -1.3309 -5.7711 0.0969
C 0.8879 -0.6953 2.4386
C -4.4210 0.3337 -0.8884
H -1.2847 2.3372 -2.1996
C 7.6179 6.3469 -1.1452
N -0.6362 0.0801 3.7901
C -2.2197 1.0992 -0.2541
Cl -2.8682 -5.2122 3.0959
C 5.8226 7.8283 -1.7081
C 8.5104 7.3938 -1.2079
```

=====

# 2
# C58H50IrN3OP2S

A structure of composition C58H50IrN3OP2S at a distorted geometry (the ωB97M-V functional and the def2-TZVPD basis, the Open Molecules 2025 dataset).

Computed properties:
Multiplicity: 1
LUMO (spin up / spin down): -6.21 / -6.21 eV
Charge: +2
Orbital gap (spin up / spin down): 6.73 / 6.74 eV
Relative energy (zero: lowest compared OMol25 entry of this formula, charge and spin): 46.45 kcal per mole

XYZ file:
```
116
C58H50IrN3OP2S (the ωB97M-V functional and the def2-TZVPD basis)
H 3.3296 -5.4819 -3.2387
H -1.9342 -4.3091 4.6596
H 5.3920 -1.7121 1.5101
H 4.1836 2.3405 2.4116
H 4.2241 -0.1106 -5.6115
H -4.6278 -1.9706 1.5828
C 4.5337 1.1633 -0.0593
H 3.6123 0.0379 4.4620
H -4.1429 3.4930 -1.0250
C -0.1450 2.3091 1.4587
H 2.8789 1.3819 -1.4064
H -0.5166 5.2294 3.1571
C 0.8254 -5.1549 -0.9743
H 4.8576 2.1910 -0.1662
C 0.7737 2.8481 -1.5031
C -1.8573 2.4215 0.0172
C 0.9759 3.7308 3.5205
C -1.4708 -4.0562 3.7160
H -2.5780 -0.6406 -3.2377
N 0.4066 1.7103 -2.1266
H -2.0922 -2.2663 -1.8546
C -1.8882 -2.9330 3.0210
C 1.7033 -5.7588 -1.8597
H 3.3071 -3.0283 -3.0375
C 2.5451 2.2264 5.4582
C -1.3209 -2.6192 1.7876
C -0.4512 -4.8410 3.1985
C 3.4217 0.7146 -0.7521
C -0.6897 3.5334 1.8369
H 2.2995 -0.4358 -7.1236
H 0.8141 4.9752 -1.4153
H -1.4997 1.4176 4.8969
C -5.2744 -3.3514 -1.4417
H 3.9445 -0.3451 -3.1747
H 0.0891 -1.0503 -6.2007
C 2.7110 1.9268 3.9588
H 1.3480 2.7327 -0.5927
C 0.1271 -4.5449 1.9726
C -3.8192 2.5740 -1.5005
H 3.9267 3.6885 3.5268
C 5.2395 0.2897 0.7602
C 3.0960 -0.4954 -3.8308
H 3.1332 0.1329 2.7739
H -4.6609 0.4063 -3.9492
C -2.9194 0.2453 -2.7177
C -4.5451 2.0251 -2.5403
H -6.0672 -3.8559 -1.9784
H -0.4948 6.2879 -3.0460
H -0.4445 0.9507 -3.8472
S -2.0840 3.8997 0.8630
H 3.2770 1.6597 6.0340
C -3.0533 -2.4430 -1.3864
C 0.9673 1.7860 2.1148
C 2.6149 -3.6227 -2.4553
C -4.0954 0.8541 -3.1423
C 3.7151 -1.4867 0.1965
H -0.1008 -5.7020 3.7527
H -1.1268 3.1173 -4.7751
C -1.7505 0.2243 3.1373
C -2.5601 -0.0643 2.0349
H -3.9021 -3.4427 -3.0862
H -5.0138 2.2048 2.5778
N -0.8386 1.7158 0.4129
C -4.4729 -2.2804 0.5564
H -3.5744 2.7121 4.5198
C 1.8527 -0.8355 -3.3102
H 4.8460 2.2713 4.0512
C 3.9937 2.6013 3.4531
C -0.2299 1.8589 -3.3076
P -1.9048 -1.1966 0.7984
C 3.0161 -0.6174 -0.6364
H 1.3618 0.8325 1.7814
C -3.2946 1.9270 3.8290
P 1.5562 -1.1692 -1.5517
C -4.0973 1.6494 2.7311
C -0.1149 4.2668 2.8695
H -4.3524 0.4599 0.9632
C 3.2524 -0.3590 -5.2052
C 0.8757 -3.7789 -0.8147
H -0.8288 -0.3260 3.2878
H -6.4063 -3.1830 0.3735
C -5.4732 -2.9565 -0.1253
C -0.6025 3.0680 -3.8295
H -2.6568 -2.2934 3.4343
C -3.2663 -2.0017 -0.0845
C -3.7295 0.6645 1.8262
N -0.7408 5.4478 -3.5385
H 3.4040 -2.5186 0.2987
C -0.3035 4.2456 -3.1230
C 0.4628 4.1024 -1.9504
H -1.2327 5.5418 -4.4093
H 1.5490 1.9448 5.8071
C 2.6260 -5.0023 -2.5722
H -0.1879 -1.3325 -3.7542
O 0.0823 -3.0587 0.0291
H -5.4462 2.5087 -2.8920
C -2.2047 0.7681 -1.6604
H 1.4143 4.3059 4.3248
C 0.9306 -0.8955 -5.5375
C 2.1735 -0.5509 -6.0550
C -2.1236 1.2088 4.0373
H 0.0978 -5.7484 -0.4382
C -0.3465 -3.4584 1.2549
H 1.6628 -6.8314 -1.9976
C -2.6612 1.9346 -1.0580
C 2.8400 0.4102 3.7875
C -4.0600 -3.1083 -2.0687
C 4.8322 -1.0305 0.8830
C 0.7742 -1.0434 -4.1692
H 0.9341 -5.1550 1.5941
H 2.7063 3.2815 5.6812
H 1.9059 -0.0985 4.0426
Ir -0.4937 -0.0321 -0.7757
H 6.1040 0.6416 1.3082
C 1.7187 -2.9943 -1.5896
C 1.5244 2.4802 3.1773
```

=====

# 3
# C58H51BiCl5N3O5S4

A structure of composition C58H51BiCl5N3O5S4 (the ωB97M-V functional and the def2-TZVPD basis, the Open Molecules 2025 dataset).

Computed properties:
Multiplicity: 1
LUMO: -0.66 eV
Orbital gap: 7.28 eV
Relative energy (zero: lowest compared OMol25 entry of this formula, charge and spin): 0.00 kcal per mole

XYZ file:
```
127
C58H51BiCl5N3O5S4 (the ωB97M-V functional and the def2-TZVPD basis)
C 2.3879 1.7683 6.2380
S -0.0598 0.4317 -2.2624
C -2.9457 1.7101 -2.6455
H 0.9534 3.7584 -2.3929
H 3.2739 -0.5609 2.3848
H 4.5482 2.9622 -4.5769
C 2.5185 3.0802 5.8031
H -0.7623 -5.7525 3.0464
O 1.1467 0.4873 1.8201
C -2.3968 -2.9930 -5.6554
C 3.2316 -1.2224 -4.2847
C 1.0438 -2.2602 4.2313
Cl 6.5950 2.2440 1.6993
Cl 5.6967 5.0045 2.8425
C -2.0925 2.9581 -2.9138
H 3.7599 -4.2797 4.4482
C 2.0908 3.4175 4.5288
H -3.1699 1.2583 4.0977
C -3.1550 -1.3914 -4.0157
C 1.4654 3.6268 -3.3370
C -3.0151 -3.0911 -0.0274
H -0.7941 -4.2796 -5.0443
N -3.3797 1.0200 -3.7055
O 1.9995 1.7762 -0.3861
H -6.2581 -1.1897 0.7495
H 3.2609 -2.3000 -4.1393
S -1.8244 4.0449 -1.6939
H 4.2678 0.4508 -3.3674
H -2.1087 -3.6403 -0.2494
H -1.5743 2.4817 -6.1313
O -0.9958 -0.0990 4.7071
H 3.7790 -0.9602 -5.1860
C 2.4700 3.7695 0.8310
H -0.9835 4.5314 -5.5146
C -2.4067 -1.5880 5.9242
H 4.6918 -2.4811 3.0106
H 4.4112 -1.0588 -2.4552
C -3.1373 1.4948 -5.0569
C -4.1545 -1.3307 1.1028
N -1.5856 3.0971 -4.1497
C -3.3255 0.5151 4.8815
C -0.6774 0.1691 3.3559
Bi -0.1902 1.2251 0.3607
C 2.8752 -1.3523 2.9963
H 0.0258 -2.2026 4.5850
H -2.4793 -3.4309 -6.6420
H -0.8641 1.2408 3.1567
H -4.9575 -0.2369 -4.2264
C 2.8170 3.3219 -3.3544
H -6.3059 -3.0980 -0.8339
C -1.1405 -3.7715 2.3279
C 3.6637 -2.4328 3.3499
H -4.1867 -0.4947 1.7866
H 3.3528 3.2193 -2.4177
C 1.4109 -0.0850 -2.8868
H 2.1737 4.4387 4.1754
H -2.4455 0.1995 2.1685
C 1.2928 -3.9855 1.0268
H 2.6209 0.3857 -1.3671
H -1.0085 1.2535 -4.9831
C 3.1454 -3.4366 4.1578
N 2.5713 -0.0854 -2.2830
C 4.1146 2.0549 0.6555
C 5.0037 2.8215 1.3973
O -2.4784 -1.3240 3.5553
C -5.3480 -1.7287 0.5171
O -1.0770 -0.7024 0.2535
H 2.7069 1.4938 7.2359
C -3.2489 -1.9621 -5.2811
C 2.8115 2.4917 0.3519
H 1.2211 2.7152 2.7051
C -4.0680 -0.2681 -3.5922
C -2.3115 -0.6184 4.7694
C 1.4362 3.6104 -5.7369
H 2.9458 3.8342 6.4517
H -2.0953 -3.6883 2.8302
Cl 0.8966 4.3744 0.4457
H 1.7647 -0.2188 5.7619
C -2.9613 -1.9959 0.8316
C 3.7403 -0.4547 -3.0628
H -2.0874 -1.0917 6.8396
C -1.3408 -2.8896 -3.4997
Cl 2.8548 6.0913 2.1494
H -3.2377 0.6557 -5.7419
H 0.9038 -1.9921 0.3182
H -4.0088 -1.6181 -5.9756
C 1.8319 -3.3481 4.5883
C 0.8242 -5.0457 1.7854
C 1.8548 0.7975 5.4035
C 3.4845 3.1679 -4.5645
H -4.3772 -0.3909 -2.5576
H -0.8509 4.9990 -3.8106
C 2.7902 3.3030 -5.7572
H -2.1124 -1.4231 -2.1403
H 1.4070 -5.9545 1.8707
C 0.8493 0.0714 3.1354
C 4.6157 4.0649 1.8899
H 1.4141 -4.1245 5.2176
C -1.7436 2.0495 -5.1457
S 1.4850 -0.7332 -4.5011
C -5.3787 -2.8027 -0.3588
C -4.2031 -3.4899 -0.6208
H -0.5986 -3.2452 -2.7944
C 1.5582 -1.2496 3.4325
C 1.4461 1.1209 4.1129
C 0.5404 -2.8236 0.9068
H -3.8739 2.2598 -5.3251
C 3.3422 4.5391 1.5886
C -0.6898 4.1913 -4.5193
H -4.3353 0.1154 4.7887
H -1.7637 -2.4476 5.7397
C -1.7949 -0.6011 2.5542
H -4.2010 -4.3362 -1.2968
C -2.1917 -1.8607 -3.1283
C -1.5730 -1.4924 1.3148
H 0.9017 3.7356 -6.6726
C -0.3932 -4.9311 2.4444
H -3.4340 -1.9328 6.0360
Cl 4.6088 0.5118 0.0535
C -0.6822 -2.7085 1.5504
H 2.2517 -4.0584 0.5280
H -3.2182 1.0086 5.8466
C 0.7663 3.7871 -4.5316
C 1.5539 2.4427 3.6987
S -3.2676 1.2664 -1.0851
C -1.4439 -3.4612 -4.7613
H 3.3036 3.1868 -6.7032
```

=====

E_tot? In order: -136469.451; -99717.400; -187476.889 eV.
Molar mass? In order: 1196.934; 1091.290; 1384.575 Da.